# 1
83
Properties=species:S:1:pos:R:3:lowdin_spin:R:1 method="wB97M-V/def2-TZVPD" s2=6.11 e_lumo_ev="-13.8 / -14.7" relative_energy_kj_mol=671.2 total_charge=+4 e_tot_ev=-137942.621 gap_ev="5.54 / 3.88" spin_multiplicity=5
Pt -0.9132 0.0129 -2.4613 0.34
Br 2.1770 1.4469 1.2450 0.55
S -2.1387 0.6623 1.1616 0.52
P -1.4268 -2.0649 -2.0020 0.06
P 2.2982 0.1152 -1.0517 0.37
N -5.4549 2.2522 -4.7866 0.16
N -0.9791 -0.2163 3.4901 0.08
N -0.4400 1.8230 2.9826 0.06
C 0.1742 1.5387 4.1882 0.16
C 0.3924 2.6415 -2.2315 0.02
C -4.1410 -1.5295 -1.5113 0.00
C 3.0961 -1.0964 -3.6268 0.04
C 2.0789 -0.2770 -2.8355 0.12
C -1.1704 0.7480 2.5251 0.01
C 4.0441 -1.5451 0.7834 0.01
C -2.0574 1.6414 -2.3125 0.08
C 0.3955 2.9466 -0.8785 0.04
C -0.9882 -2.3580 -0.2414 0.03
C 2.7817 3.1975 -2.3689 0.00
C -3.2973 1.7258 -3.1484 0.11
C 4.8780 0.9827 -2.1329 0.01
C -4.4817 2.2958 -2.6198 0.05
C -4.4044 1.6065 -5.2928 -0.01
C -0.7370 1.9327 -2.9655 0.02
C -1.3924 -3.7725 0.1578 0.01
C -5.5141 2.5968 -3.5107 0.01
C 1.5295 3.0831 -2.9814 0.27
C -1.5602 -1.5452 3.4268 0.00
C -0.4492 -2.5375 -4.6149 0.01
C -0.1786 0.2642 4.5121 0.12
C 1.6383 3.3346 -0.3156 0.15
C -0.4530 -3.0523 -3.1643 0.01
C -3.1976 -2.5333 -2.1928 0.01
C -3.3097 1.2831 -4.4678 0.11
C 2.8335 2.9952 -0.9956 0.21
C 2.9448 -1.5111 -0.2978 0.02
C 3.9397 1.0821 -0.9710 0.07
H 4.3300 -2.6093 0.9338 0.00
H 0.4121 -2.9894 -5.1637 0.00
H -1.5032 -1.5666 0.3418 0.01
H 3.2595 -2.1593 -1.1357 0.00
H 2.7546 -1.1533 -4.6636 0.01
H 0.0850 -2.1509 -0.1113 0.00
H -5.1944 -1.8835 -1.5482 0.00
H -0.7906 2.2030 -4.0469 0.00
H -4.4268 1.3297 -6.3480 0.00
H 4.9596 -1.0086 0.5043 0.00
H -1.7098 -1.9001 4.4482 0.00
H -2.4840 -3.8931 0.0810 0.00
H 0.0450 -0.3304 5.3868 0.00
H 4.4548 0.8556 -0.0217 0.00
H -3.3690 -2.5708 -3.2853 0.00
H -4.0713 -0.5550 -2.0240 0.00
H -2.2161 2.0246 -1.2972 0.00
H -3.3104 -3.5586 -1.7999 0.00
H 5.7579 1.6471 -2.0380 0.00
H -4.5984 2.5174 -1.5660 0.00
H -1.0852 -4.0092 1.1911 0.00
H 2.0299 -1.9527 0.1394 0.01
H -0.3556 -1.4273 -4.6780 0.01
H -1.3851 -2.8314 -5.1265 0.00
H -0.9184 -4.0470 -3.1028 0.00
H 0.8052 2.2557 4.6865 0.01
H 1.0735 -0.7894 -2.8336 0.02
H 3.6806 -1.1386 1.7337 0.00
H 5.2880 -0.0315 -2.2474 0.01
H 0.5599 -3.1184 -2.7296 0.00
H -0.2922 2.6674 2.4282 0.00
H -0.9103 -2.2479 2.8813 0.00
H -2.4888 0.6812 -4.8695 0.01
H -0.9107 -4.5084 -0.5110 0.00
H -3.8827 -1.3454 -0.4492 0.00
H 3.6863 3.3633 -2.9517 0.00
H 4.0762 -0.6183 -3.6751 0.00
H -0.4840 2.7471 -0.2649 0.00
H -2.5281 -1.4816 2.9141 0.00
H 1.9120 0.6822 -3.3573 0.00
H 3.1749 -2.1194 -3.2452 0.00
H 3.7682 2.6002 -0.5364 0.02
H 1.6779 3.9856 0.5438 0.01
H -6.4255 3.1063 -3.1856 0.00
H 1.4403 3.1497 -4.0698 0.01
H 4.3831 1.2776 -3.0695 0.00

# 2
84
Properties=species:S:1:pos:R:3:mulliken_charge:R:1 method="wB97M-V/def2-TZVPD" e_lumo_ev=-6.1 relative_energy_kj_mol=93.7 total_charge=+2 e_tot_ev=-130173.041 gap_ev=6.19
I 5.9865 1.9116 1.1547 0.12
I 3.6736 0.9915 -1.3519 0.19
Te 1.7331 3.3349 2.2597 -0.11
Cd 2.9326 1.0814 1.5659 1.15
Se 0.4810 0.1581 -1.3721 -0.48
N 0.4201 -0.9503 -4.0189 0.51
N -1.0376 0.6514 -3.7330 0.55
N 0.8812 -0.4814 1.7866 0.46
N -1.0732 -2.3073 2.8708 -0.01
C 0.8512 -1.8918 1.3956 -0.78
C -0.5080 2.8624 5.9741 -0.92
C -1.9873 0.6686 -6.0834 -0.73
C 1.6765 2.0665 6.4679 -1.17
C -1.2111 3.6624 3.7334 -1.89
C -0.0033 2.1895 8.3431 -1.46
C -1.1082 -0.8481 3.2412 -0.87
C -3.4684 0.0218 -2.0418 -0.01
C 3.4964 1.9438 4.7857 -1.54
C -0.2281 -0.7776 -5.2414 0.70
C -3.3042 0.3396 -0.5575 -1.01
C -0.1586 3.0918 4.6466 1.34
C -1.8582 1.6904 -3.1193 -1.19
C -0.9230 -1.0036 -7.4852 -0.83
C 0.1917 -4.7232 -4.7092 -1.25
C -0.5449 -2.4845 1.4723 -0.43
C -0.0906 -1.4212 -6.4645 -0.77
C 1.0436 -3.1012 -2.9336 0.68
C -1.8542 0.0266 -7.2991 -0.84
C -0.0737 -0.0666 -3.1330 -0.34
C 0.2894 -0.2667 3.1117 0.46
C -0.1536 -3.8610 -3.5010 -0.20
C 1.1567 2.8124 4.2397 -0.25
C 1.4945 -1.9057 -3.7652 -1.08
C -1.1588 0.2368 -5.0553 0.81
C 5.6501 1.7029 -0.9235 -0.89
C 2.0815 2.2886 5.1547 1.32
C -3.3033 1.2459 -2.9405 -0.68
C 0.3934 2.3635 6.9045 0.42
H 0.2321 0.8013 3.3148 -0.72
H -0.9493 -3.1545 -3.7584 0.05
H 0.5061 -4.1258 -5.5648 0.18
H -0.4543 -2.7969 3.5231 0.39
H -2.6925 1.4762 -5.9517 0.43
H 6.3747 0.9942 -1.3044 0.40
H 4.0768 1.6915 5.6710 0.38
H 1.5379 -2.4480 2.0414 0.40
H 0.8182 -2.7416 -1.9261 -0.76
H 0.3861 0.0840 1.0947 0.13
H -3.7484 1.0480 -3.9175 0.38
H -1.5164 3.1025 6.2929 0.45
H -0.5621 -3.5463 1.2313 0.46
H -1.4894 -0.7612 4.2578 0.44
H -2.2050 3.3680 4.0695 0.42
H -0.5602 -4.5017 -2.7151 0.44
H -0.8488 -1.4787 -8.4524 0.43
H -3.8506 2.0914 -2.5163 0.51
H -3.9553 1.1627 -0.2615 0.39
H -0.9408 1.6405 8.4332 0.35
H 3.5352 1.0618 4.1244 0.13
H -3.5752 -0.5253 0.0526 0.31
H 2.3952 1.6714 7.1759 0.32
H 1.1984 -1.9855 0.3681 0.00
H -1.8008 2.5699 -3.7629 0.38
H 1.9000 -3.7766 -2.8533 0.59
H -2.7513 -0.7518 -2.3367 -0.18
H -1.8063 -0.3707 2.5525 0.28
H 1.8669 -2.2219 -4.7382 0.54
H -4.4597 -0.4000 -2.2113 0.43
H -1.0818 3.3460 2.6981 0.31
H -1.9973 -2.7310 2.9691 0.38
H 0.9483 -0.7009 3.8713 0.37
H -0.1523 3.1620 8.8145 0.34
H -2.2738 0.6205 -0.3239 0.11
H 0.6367 -2.2021 -6.6275 0.37
H 0.7619 1.6595 8.9067 0.37
H -1.1804 4.7536 3.7387 0.38
H 1.0009 -5.4154 -4.4727 0.35
H -0.6660 -5.3124 -5.0288 0.39
H -1.3957 1.9406 -2.1661 0.46
H -1.2263 -1.9514 0.8067 0.13
H 5.7662 2.6808 -1.3754 0.42
H 3.9915 2.7648 4.2648 0.31
H -2.4792 0.3287 -8.1268 0.42
H 2.3012 -1.3730 -3.2600 -0.04

# 3
87
Properties=species:S:1:pos:R:3:lowdin_spin:R:1 method="wB97M-V/def2-TZVPD" s2=2.01 e_lumo_ev="-0.5 / -0.5" e_tot_ev=-71959.403 gap_ev="8.05 / 8.82" spin_multiplicity=3
S -1.8547 4.0925 -0.4173 0.00
S 4.0696 5.5759 -2.5767 0.00
F 3.2963 6.3064 -3.7062 0.00
O -0.1111 2.1520 -4.6710 0.00
O 2.6892 0.7157 2.1301 0.54
O 4.1670 6.4904 -1.4936 0.00
O 5.2545 5.0173 -3.1160 0.00
O -4.5373 -1.1005 -1.0977 0.54
O -0.3027 0.6540 -0.4724 0.00
N 3.7150 0.2581 2.7709 0.37
N -3.7892 -1.9862 -1.6741 0.37
N -0.7657 1.5810 -2.5193 0.00
C 1.0983 2.9088 -2.7138 0.00
C -5.4534 -1.7477 -3.4889 0.00
C 2.9070 3.8440 -0.8634 0.00
C -4.5865 -2.7261 -2.7039 0.03
C 2.6572 -1.7017 3.9092 0.01
C -1.7720 -3.4117 -1.2463 0.00
C 5.3511 0.9087 4.5561 0.00
C 3.8809 0.9949 4.0617 0.03
C 1.9839 2.8726 -0.4753 0.00
C -3.2562 3.6880 -1.5018 0.00
C -3.0648 -2.7948 -0.6446 0.03
C -0.0485 1.4490 -1.3160 0.00
C 0.0103 2.2151 -3.4884 0.00
C 3.6352 -1.2373 2.8303 0.03
C 2.8966 4.3288 -2.1645 0.00
C 2.9156 0.4666 5.1276 0.02
C 1.0773 2.4357 -1.4212 0.00
C -3.6729 -3.3943 -3.7507 0.00
C -2.2232 1.5778 -2.5645 0.00
C 2.0034 3.8619 -3.1305 0.00
C 3.2012 -1.7848 1.4745 0.00
C -2.8624 2.9545 -2.7728 0.00
C -5.4690 -3.7975 -2.0626 0.01
C -3.9676 -3.8864 -0.0621 0.02
C 3.5994 2.4823 3.8714 0.00
C -2.5944 -1.9066 0.5002 0.00
C 2.9198 -1.0521 5.2653 0.00
C 5.0165 -1.8646 3.1048 0.00
C -4.6940 -4.7139 -1.1180 0.00
H 2.1450 -1.3562 5.9715 0.00
H -5.9479 -2.2755 -4.3036 0.00
H 3.1550 0.9305 6.0860 0.00
H -5.9415 -4.3884 -2.8502 0.00
H 3.8695 -1.3954 5.6857 0.00
H -3.3713 -4.5373 0.5797 0.00
H -3.1537 -4.2741 -3.3758 0.00
H 3.6114 4.1958 -0.1271 0.00
H -4.8499 -0.9473 -3.9207 0.00
H -1.7177 -3.3342 -2.3276 0.00
H 3.2478 -2.8731 1.4929 0.00
H -3.9834 3.1402 -0.9132 0.00
H -2.5884 1.1591 -1.6309 0.00
H 3.8466 3.0093 4.7928 0.00
H 4.2089 2.8980 3.0673 0.00
H -1.9609 -2.4871 1.1718 0.00
H -3.9839 -5.3342 -1.6724 0.00
H 1.9552 2.4884 0.5335 0.00
H 5.4070 0.6638 5.6175 0.00
H -2.2624 3.6192 -3.3910 0.00
H -2.0072 -1.0662 0.1290 0.00
H 5.3530 -1.7431 4.1327 0.00
H -3.4199 -1.5107 1.0905 0.00
H -4.2696 -3.7303 -4.5985 0.00
H -5.3858 -5.4031 -0.6296 0.00
H -1.8544 5.4309 -0.4178 0.00
H 2.5526 2.6827 3.6475 0.00
H 5.9465 0.1795 4.0161 0.00
H 1.6329 -1.4712 3.5992 0.00
H -4.7175 -3.4220 0.5866 0.00
H -6.2295 -1.2981 -2.8725 0.00
H 2.0055 4.2319 -4.1431 0.00
H 5.8674 1.8571 4.4099 0.00
H -6.2806 -3.3193 -1.5050 0.00
H 2.7158 -2.7884 3.9987 0.00
H 2.1789 -1.5054 1.2248 0.00
H 4.9749 -2.9381 2.9226 0.00
H 3.8587 -1.4304 0.6790 0.00
H 5.7736 -1.4470 2.4394 0.00
H -2.9318 -2.6884 -4.1288 0.00
H -1.6655 -4.4650 -0.9823 0.00
H 1.8982 0.7863 4.8794 0.00
H -2.5906 0.9156 -3.3415 0.00
H -3.7360 4.6188 -1.7868 0.00
H -3.7870 2.7854 -3.3223 0.00
H -0.8878 -2.8888 -0.8822 0.00

# 4
101
Properties=species:S:1:pos:R:3:lowdin_spin:R:1 method="wB97M-V/def2-TZVPD" s2=2.03 e_lumo_ev="-2.2 / -2.1" e_tot_ev=-84934.313 gap_ev="5.18 / 7.18" spin_multiplicity=3
W 0.4236 1.4151 0.1404 0.08
P -0.2610 -1.6695 0.7436 0.00
O -3.2488 2.0316 2.0550 0.36
O -1.1657 1.9970 1.2902 0.05
O -6.4043 4.8758 -2.4052 0.00
O -0.7260 2.7513 -1.0240 0.04
O 1.2712 1.1205 -3.0165 0.15
O 4.0139 0.6029 0.3457 0.00
O 1.1649 4.7601 2.3000 0.00
O -0.0435 0.4207 -1.3526 0.07
O -2.2771 4.0648 -4.5265 -0.01
O -0.5048 3.6624 -3.3944 0.00
O 2.0939 1.3512 1.8809 0.00
O -6.7990 4.0119 -0.4786 -0.01
O 1.0259 3.2202 0.6807 0.00
N 2.3435 1.4920 -0.9119 0.00
N -2.4682 2.3255 1.1365 0.30
N -1.4763 -1.7713 -0.4088 0.00
N 0.2013 -0.2194 1.1259 0.02
N -0.0029 0.9517 -2.6104 0.65
N -6.0655 4.2843 -1.4040 0.00
N -1.7116 3.8005 -3.4842 0.00
N 1.0211 -2.6205 0.1136 0.00
N -0.8582 -2.5051 2.0521 0.00
N 3.5072 1.8202 -2.9078 0.00
N 1.8969 3.3540 -2.2526 0.02
C 3.0059 -3.8968 0.7879 0.00
C 0.9105 2.1086 3.7837 0.00
C 3.0663 -4.0501 -0.7314 0.00
C -4.6897 3.8672 -1.3084 0.00
C -1.4414 -3.8261 1.8665 0.00
C -3.2976 -1.1563 -2.5329 0.00
C -4.2258 3.2953 -0.1335 0.10
C -3.0976 -0.1907 -1.3645 0.00
C 1.9566 2.5038 2.7372 0.00
C -0.2053 -3.0190 4.3756 0.00
C -2.0220 -1.9656 -2.7668 0.00
C -1.9675 3.1042 -1.1264 0.04
C -0.7782 -1.9864 3.4016 0.00
C 3.5850 1.0174 -0.7330 0.00
C 2.0222 -2.7830 1.1677 0.00
C 4.3684 1.0633 -2.0297 0.00
C 1.3358 3.6481 1.8712 0.00
C -1.6580 -2.7200 -1.4862 0.00
C 2.2383 1.9919 -2.2638 0.02
C 3.0077 -2.6636 -1.3607 0.00
C -2.0073 -4.3384 3.1842 0.00
C -2.5150 3.6559 -2.3127 0.00
C -2.6507 -0.9655 -0.1244 0.00
C 3.2951 2.9297 3.3248 0.00
C 3.4950 1.4566 -4.3072 0.00
C 1.6571 -2.0026 -1.0428 0.00
C -2.8805 2.9131 -0.0259 -0.01
C -0.8933 -4.3905 4.2260 0.00
C -3.8553 4.0376 -2.4018 0.09
H 0.6319 2.9621 4.3954 0.00
H 4.4925 1.6271 -4.7064 0.00
H 3.1466 3.7916 3.9689 0.00
H 1.2994 1.3154 4.4172 0.00
H -4.0234 0.3482 -1.1482 0.00
H -2.3849 -0.2851 0.6956 0.00
H 2.7793 2.0893 -4.8253 0.00
H -1.2120 -1.2824 -3.0243 0.00
H -4.8819 3.1417 0.7088 0.01
H 2.7035 -4.8419 1.2386 0.00
H 1.8161 -0.9193 -0.8298 0.00
H 3.2044 0.4127 -4.4717 0.00
H 3.9845 3.2137 2.5320 0.00
H 1.9128 3.7498 -3.1839 0.00
H 2.2166 -4.6379 -1.0788 0.00
H -3.5517 -0.5948 -3.4319 0.00
H -2.3210 0.5328 -1.6314 0.00
H 3.1393 -2.7259 -2.4408 0.00
H -0.6756 -4.5254 1.5065 0.00
H 0.9974 3.5667 -1.8238 0.00
H 0.9785 -2.0865 -1.8931 0.00
H 3.8249 -2.0630 -0.9575 0.00
H -2.4695 -3.4223 -1.2368 0.00
H -1.7701 -1.6705 3.7475 0.00
H -4.1290 -1.8306 -2.3094 0.00
H -3.4785 -1.6030 0.2213 0.00
H 3.9797 -4.5722 -1.0198 0.00
H 3.0390 1.1887 1.5647 0.00
H -1.3023 -4.7163 5.1826 0.00
H -2.4233 -5.3358 3.0356 0.00
H 3.9934 -3.6422 1.1740 0.00
H 0.8664 -3.1254 4.2050 0.00
H -2.8142 -3.6851 3.5169 0.00
H -0.7389 -3.2943 -1.6011 0.00
H -0.1454 -1.0968 3.3479 0.00
H 3.7362 2.1243 3.9076 0.00
H -2.1582 -2.6696 -3.5902 0.00
H 0.0270 1.7321 3.2518 0.00
H 4.5683 0.0422 -2.3832 0.00
H -0.1617 -5.1383 3.9098 0.00
H -0.3330 -2.6346 5.3875 0.00
H 5.3257 1.5751 -1.8928 0.00
H 1.5056 -3.0301 2.0948 0.00
H -2.2293 -3.7809 1.1075 0.00
H 2.5493 -1.8291 1.3242 0.00
H -4.2234 4.4636 -3.3236 0.00

# 5
84
Properties=species:S:1:pos:R:3:mulliken_charge:R:1 method="wB97M-V/def2-TZVPD" e_lumo_ev=-3.6 relative_energy_kj_mol=16.6 e_tot_ev=-42481.345 gap_ev=3.71
O 3.8031 -0.4252 -1.5233 -0.41
N -3.6825 3.5708 0.5293 -0.04
N -0.4507 -1.7674 4.7523 0.00
N -3.9374 0.8112 1.4181 -0.20
N -1.4407 -3.1679 -2.8943 0.00
N 3.1862 0.6169 -1.5615 1.17
N 1.1116 -3.6937 1.2790 0.29
C 2.7196 -5.1209 2.2407 -0.46
C 2.5036 0.8810 -2.9313 1.23
C 0.0768 -1.4080 3.5405 -0.22
C 0.1273 0.4048 4.9494 -1.37
C -5.6026 1.9607 2.5090 -0.53
C -3.4387 5.7943 -0.1292 -0.57
C 1.7297 3.0980 -1.8699 -0.98
C 3.6279 1.3617 -3.8817 -1.62
C 2.4188 -3.7192 1.9435 -0.42
C -4.2069 4.8830 0.7540 -0.27
C -4.4063 2.0818 3.2713 -0.59
C 2.0849 2.4960 -0.5850 -1.25
C -3.3231 1.2387 2.5649 -0.02
C 4.6069 2.2327 -0.4699 -2.01
C 1.6718 -5.9334 1.6024 -0.74
C -2.5027 4.8171 -1.0242 -0.56
C -5.2908 1.0277 1.3167 -0.22
C 0.6137 -4.9167 0.9901 -0.27
C 0.4041 -0.0615 3.5686 0.06
C 1.3697 1.8967 -2.7482 -1.02
C 1.8518 -0.4390 -3.4677 -2.43
C -2.6679 3.5523 -0.4219 -0.38
C -0.3441 -3.9583 -2.6425 -0.20
C -1.9293 -5.2187 -4.0299 -0.48
C 3.1866 0.6090 0.8395 -1.88
C -0.5704 -5.1831 -3.3796 -0.67
C -0.5807 -0.7074 5.6330 -0.37
C 3.2452 1.4789 -0.4150 1.58
C -2.5128 -3.9024 -3.6293 -0.27
B -0.9064 -0.7854 -0.0099 1.01
H -1.0474 -0.8562 6.5204 0.48
H 2.4728 3.5932 -2.4028 0.44
H -2.1514 2.7239 -0.6522 0.44
H 0.2647 -1.3960 0.1763 -0.37
H -4.0936 2.5804 4.1860 0.38
H 3.8381 2.3096 -3.5993 0.53
H 0.6547 -2.7924 1.0457 -0.13
H 0.3596 1.4840 -2.3911 0.24
H -0.4188 -4.9618 0.6002 0.45
H 1.2347 2.0233 -0.1026 0.27
H 5.4408 1.6066 -0.4236 0.52
H 2.2734 3.2863 0.0695 0.66
H 0.1772 -6.1049 -3.3742 0.22
H 4.4052 0.5734 -3.8990 0.38
H 0.4279 -3.5446 -1.9699 0.40
H 3.1693 1.5301 -4.9144 0.39
H 0.0315 1.3486 5.2449 0.53
H -5.8994 0.6291 0.5291 0.43
H 3.0999 1.2377 1.7450 0.51
H 1.3785 -0.2987 -4.3139 0.65
H 4.7346 2.8175 0.2624 0.62
H -2.5447 -5.9565 -4.7057 0.28
H -1.0546 0.4383 0.0740 -0.42
H -1.5160 -2.2956 -2.3177 0.10
H -3.8061 2.5953 1.1055 0.48
H -3.6124 6.9121 -0.2054 0.29
H -3.5163 -3.2681 -3.7819 0.28
H 0.7655 0.5851 2.8362 0.79
H -1.3730 -1.0649 -1.1763 -0.27
H 0.9809 3.8694 -1.8163 0.40
H 4.6560 2.9324 -1.3908 0.29
H 0.4093 -1.9794 2.8364 0.10
H -1.5046 -1.2698 0.8316 -0.22
H 1.2906 2.1433 -3.8512 0.54
H -0.8398 -2.5124 5.1387 0.08
H -6.5948 2.5179 2.5940 0.37
H -1.8090 5.2946 -1.8065 0.27
H -2.4098 0.7467 2.6914 0.27
H -5.0772 4.9125 1.4366 0.35
H 4.0441 0.1769 1.1351 0.82
H 3.7756 -5.4681 2.7447 0.23
H 2.6567 -2.7199 2.1661 0.39
H 2.3051 -0.3444 0.9116 0.00
H 1.7505 -7.0219 1.4094 0.34
H 2.3739 -1.3816 -3.2333 0.42
H 1.0451 -0.5620 -2.8986 0.76
H -3.2931 0.5258 0.8479 0.12

In the order shown, the computed F_max values come out to 4.0 0.5 2.1 3.9 8.0 eV Å⁻¹.